No. 1
{"formula": "C28H29FNOV", "method": "ωB97M-V/def2-TZVPD", "e_above_lowest_ev": 1.3914, "molar_mass_g_mol": 465.488, "homo_lumo_gap_ev": [4.123, 6.886], "total_charge": -1, "s2": 3.78, "homo_energy_ha": [-0.0492, -0.1512], "multiplicity": 4, "elements": ["C", "C", "C", "H", "C", "C", "H", "C", "C", "C", "H", "C", "C", "H", "H", "H", "H", "H", "H", "V", "C", "C", "C", "H", "H", "H", "H", "H", "H", "C", "C", "H", "H", "O", "N", "C", "H", "C", "C", "H", "C", "H", "C", "H", "C", "H", "C", "H", "H", "H", "F", "C", "C", "C", "C", "C", "C", "H", "H", "H", "H"], "coordinates": [[-0.548, -1.118, -1.394], [-0.280, 0.096, -2.127], [1.133, 0.285, -2.146], [-0.989, 0.638, -2.745], [1.742, -0.826, -1.485], [0.720, -1.676, -1.009], [2.806, -1.059, -1.498], [-2.017, 0.784, 1.419], [-2.214, 0.943, 0.025], [-1.323, 1.986, -0.439], [-2.981, 0.460, -0.585], [-0.540, 2.401, 0.693], [-0.945, 1.616, 1.833], [1.651, 1.044, -2.735], [0.873, -2.657, -0.562], [-1.518, -1.598, -1.311], [-0.563, 1.764, 2.838], [-1.379, 2.527, -1.381], [-2.605, 0.147, 2.082], [0.102, 0.413, 0.069], [0.755, 3.165, 0.622], [0.965, 3.891, 1.959], [0.750, 4.199, -0.501], [0.027, 4.416, 2.220], [1.752, 4.658, 1.902], [1.211, 3.200, 2.777], [-0.131, 4.850, -0.414], [0.725, 3.741, -1.497], [1.643, 4.835, -0.433], [1.785, 2.045, 0.260], [3.154, 1.978, 0.910], [1.973, 2.056, -0.820], [1.429, 1.034, 0.723], [3.112, 1.525, 2.041], [4.279, 2.167, 0.088], [4.591, 1.003, -0.783], [5.099, 2.448, 0.625], [4.311, 1.206, -2.270], [4.447, 0.145, -3.185], [4.819, -0.826, -2.837], [4.090, 0.317, -4.526], [4.168, -0.517, -5.216], [3.645, 1.557, -4.983], [3.371, 1.698, -6.025], [3.599, 2.637, -4.104], [3.319, 3.631, -4.440], [3.936, 2.466, -2.751], [3.933, 3.304, -2.044], [3.998, 0.144, -0.427], [5.639, 0.709, -0.644], [-0.184, -4.385, 4.232], [-0.070, -3.322, 3.370], [-1.090, -3.128, 2.441], [-0.956, -2.039, 1.575], [0.139, -1.189, 1.645], [1.144, -1.404, 2.577], [1.050, -2.495, 3.466], [-1.957, -3.788, 2.385], [-1.742, -1.878, 0.833], [2.009, -0.736, 2.618], [1.822, -2.694, 4.210]], "forces_ev_per_angstrom": [[0.802, -0.066, -1.349], [0.755, -1.542, -0.574], [-0.184, -0.795, -0.559], [0.084, 0.078, 0.484], [-0.142, -0.223, -0.706], [-0.200, 0.133, -0.992], [-0.433, 0.122, 0.275], [-0.523, 0.319, -0.446], [-0.253, 1.262, 0.705], [-0.609, 0.500, 1.160], [0.363, 0.088, 0.276], [-1.370, -0.145, 0.311], [0.050, 1.020, -1.070], [-0.190, -0.170, 0.336], [-0.099, 0.533, 0.149], [0.227, 0.164, 0.160], [-0.013, -0.383, -0.257], [0.210, -0.459, 0.151], [0.426, 0.040, -0.380], [-3.359, -2.983, 0.214], [0.304, 0.075, 0.141], [-0.022, 0.140, 0.267], [-0.128, 0.374, -0.108], [0.378, -0.246, -0.102], [0.001, -0.293, -0.043], [-0.045, 0.179, -0.275], [0.136, -0.067, 0.026], [-0.002, -0.020, 0.169], [-0.095, -0.162, -0.096], [2.302, 1.310, 0.003], [-2.592, -0.725, 0.383], [-0.490, -0.156, 0.323], [1.800, 1.269, 0.112], [1.911, 0.823, 0.488], [1.261, 0.244, -0.034], [-0.301, -0.231, 0.017], [-0.371, -0.388, 0.027], [0.178, 0.383, -0.269], [-0.152, 0.269, 0.133], [-0.257, 0.341, -0.135], [0.163, 0.099, 0.371], [-0.028, 0.071, 0.106], [0.120, 0.162, 0.201], [0.015, -0.081, 0.140], [0.237, -0.095, 0.597], [-0.051, -0.169, -0.095], [0.082, -0.234, -0.207], [-0.195, -0.357, -0.356], [0.199, 0.222, -0.198], [-0.150, 0.199, 0.014], [0.078, 0.004, 0.044], [0.189, 0.248, -0.081], [0.278, 0.248, 0.027], [-0.041, -0.894, 0.794], [0.375, 1.215, -1.016], [-0.319, -0.907, 0.534], [-0.368, -0.038, -0.206], [0.300, 0.025, 0.181], [0.187, -0.029, 0.216], [-0.217, -0.226, 0.105], [-0.215, -0.075, -0.088]]}



No. 2
{"formula": "C28H29N3O3SSeTi", "method": "ωB97M-V/def2-TZVPD", "e_above_lowest_ev": 1.4063, "molar_mass_g_mol": 614.452, "homo_lumo_gap_ev": [3.430, 6.010], "total_charge": -2, "s2": 2.03, "homo_energy_ha": [0.0346, -0.0604], "multiplicity": 3, "elements": ["Ti", "O", "C", "C", "O", "O", "C", "C", "C", "C", "C", "C", "C", "C", "C", "C", "C", "C", "H", "H", "H", "H", "H", "H", "H", "H", "H", "H", "H", "Se", "C", "C", "C", "N", "C", "C", "H", "H", "H", "H", "C", "C", "C", "C", "H", "H", "H", "H", "H", "H", "H", "H", "H", "C", "C", "C", "C", "N", "C", "S", "N", "H", "H", "H", "H", "H"], "coordinates": [[0.574, 0.225, -0.867], [-1.702, -0.315, -0.070], [-1.663, -0.762, 1.304], [-0.150, -0.767, 1.711], [0.240, -1.395, 2.688], [0.561, 0.000, 0.977], [-2.300, 0.237, 2.263], [-1.921, 1.581, 2.221], [-2.414, 2.491, 3.138], [-3.293, 2.084, 4.134], [-3.667, 0.749, 4.193], [-3.175, -0.164, 3.274], [-2.341, -2.120, 1.327], [-3.672, -2.189, 0.907], [-4.353, -3.392, 0.881], [-3.716, -4.566, 1.261], [-2.385, -4.513, 1.651], [-1.705, -3.304, 1.682], [-2.256, 0.474, -0.148], [-1.233, 1.927, 1.458], [-2.100, 3.525, 3.076], [-3.672, 2.794, 4.858], [-4.351, 0.417, 4.966], [-3.465, -1.203, 3.349], [-4.174, -1.280, 0.599], [-5.387, -3.417, 0.555], [-4.248, -5.510, 1.246], [-1.868, -5.424, 1.927], [-0.673, -3.272, 1.997], [-0.728, 2.493, -1.099], [0.119, 4.008, -1.855], [0.359, 4.124, -3.226], [0.876, 5.307, -3.722], [1.183, 6.374, -2.979], [0.989, 6.237, -1.664], [0.478, 5.103, -1.063], [0.146, 3.291, -3.883], [1.057, 5.419, -4.788], [1.260, 7.100, -1.060], [0.348, 5.053, 0.010], [3.927, 0.195, 0.661], [3.492, 1.383, -0.206], [2.894, 2.489, 0.669], [2.519, 0.964, -1.332], [4.628, 0.517, 1.441], [4.418, -0.567, 0.051], [3.061, -0.255, 1.140], [4.414, 1.789, -0.658], [1.991, 2.118, 1.156], [2.621, 3.353, 0.060], [3.598, 2.813, 1.445], [3.039, 0.232, -1.966], [2.354, 1.845, -1.972], [2.136, -4.953, -3.665], [1.780, -3.769, -2.809], [1.973, -3.768, -1.428], [1.594, -2.653, -0.712], [1.025, -1.564, -1.342], [0.846, -1.662, -2.715], [0.101, -0.258, -3.373], [1.207, -2.695, -3.444], [1.339, -5.710, -3.652], [3.054, -5.435, -3.315], [2.271, -4.628, -4.697], [2.415, -4.621, -0.925], [1.726, -2.581, 0.362]], "forces_ev_per_angstrom": [[0.048, 1.647, -3.441], [-0.194, 0.238, 0.279], [0.321, -0.014, -0.182], [0.430, -0.017, 0.225], [-0.333, 0.037, 0.057], [-0.315, -0.631, 2.865], [-0.220, 0.135, 0.354], [0.068, -0.174, -0.274], [-0.149, 0.089, 0.185], [0.105, -0.062, -0.139], [-0.118, 0.126, 0.149], [0.144, -0.114, -0.213], [-0.136, -0.299, -0.091], [0.147, 0.106, 0.042], [-0.149, -0.028, -0.041], [0.180, 0.058, 0.061], [-0.236, -0.121, -0.056], [0.152, 0.150, 0.068], [0.002, 0.025, -0.058], [0.054, -0.005, -0.016], [0.003, -0.007, -0.029], [-0.014, 0.001, -0.002], [0.026, -0.037, -0.006], [-0.002, -0.009, 0.016], [-0.012, -0.021, -0.011], [0.009, 0.008, -0.003], [0.002, -0.006, -0.027], [0.030, 0.017, 0.005], [0.005, 0.011, -0.005], [-0.737, 1.110, 0.280], [-0.012, -0.187, 0.096], [0.028, -0.018, 0.098], [0.075, 0.125, -0.078], [0.002, -0.046, 0.046], [0.064, 0.122, -0.061], [-0.021, -0.065, -0.129], [-0.028, -0.001, -0.015], [-0.020, -0.071, -0.002], [-0.012, -0.029, 0.033], [-0.019, 0.029, 0.009], [0.035, 0.196, -0.199], [0.020, 0.015, -0.097], [0.090, -0.154, -0.105], [0.868, 0.435, 0.386], [-0.004, -0.022, 0.004], [-0.046, -0.023, 0.014], [-0.102, -0.108, 0.101], [-0.021, 0.044, 0.031], [-0.064, 0.048, 0.057], [-0.028, 0.017, 0.018], [-0.002, 0.009, -0.013], [-0.114, -0.026, -0.035], [-0.069, -0.010, -0.011], [-0.112, 0.130, 0.170], [0.229, -0.298, 0.218], [-0.089, 0.221, -0.198], [0.183, -0.329, 0.226], [0.173, -1.912, -0.281], [0.303, -1.039, -0.242], [-0.286, 0.396, 0.113], [-0.186, 0.356, 0.002], [0.023, -0.035, -0.097], [-0.011, -0.035, -0.030], [0.025, -0.016, -0.018], [0.018, 0.013, 0.024], [0.004, 0.054, -0.031]]}



No. 3
{"formula": "C28H29N3O8S4V", "method": "ωB97M-V/def2-TZVPD", "e_above_lowest_ev": 0.0000, "molar_mass_g_mol": 714.765, "homo_lumo_gap_ev": [4.235, 6.855], "total_charge": -2, "s2": 3.79, "homo_energy_ha": [-0.0092, -0.1055], "multiplicity": 4, "elements": ["V", "S", "C", "S", "S", "C", "C", "N", "O", "C", "C", "N", "O", "H", "H", "H", "H", "H", "H", "H", "O", "S", "C", "C", "C", "C", "C", "C", "C", "C", "C", "C", "C", "C", "H", "H", "H", "H", "H", "H", "H", "H", "H", "H", "O", "C", "O", "C", "C", "C", "C", "C", "C", "N", "O", "O", "H", "H", "H", "H", "C", "C", "C", "O", "C", "H", "H", "H", "H", "H", "H", "H", "H"], "coordinates": [[0.394, -0.816, 0.454], [4.118, -1.780, -1.802], [2.744, -1.111, -1.194], [2.671, -0.123, 0.266], [1.181, -1.307, -1.870], [-1.382, 2.560, 2.508], [-0.623, 1.328, 2.099], [-0.465, 0.926, 0.862], [-1.127, 1.692, -0.123], [-0.102, 0.468, 3.085], [0.037, 0.730, 4.553], [0.304, -0.685, 2.559], [0.937, -1.506, 3.242], [-0.762, 3.416, 2.639], [-1.892, 2.334, 3.481], [-2.124, 2.768, 1.741], [-1.729, 1.037, -0.604], [-0.303, 1.734, 4.855], [1.109, 0.756, 4.788], [-0.428, 0.004, 5.189], [-0.631, 2.432, -4.774], [0.242, 2.064, -3.635], [0.722, 3.544, -2.838], [1.412, 3.442, -1.643], [2.007, 4.577, -1.097], [1.845, 5.759, -1.768], [1.119, 5.859, -2.959], [0.597, 4.732, -3.523], [1.872, 1.686, -4.307], [2.078, 1.930, -5.685], [3.338, 1.603, -6.234], [4.391, 1.189, -5.392], [4.121, 1.033, -4.036], [2.850, 1.198, -3.475], [1.419, 2.477, -1.107], [2.558, 4.455, -0.154], [2.267, 6.682, -1.332], [1.015, 6.801, -3.445], [0.150, 4.686, -4.501], [1.286, 2.311, -6.303], [3.536, 1.761, -7.306], [5.394, 1.055, -5.794], [4.922, 0.699, -3.369], [2.686, 1.024, -2.401], [-3.049, -0.266, -0.812], [-2.687, -0.999, 0.136], [-1.461, -1.383, 0.268], [-3.601, -1.515, 1.237], [-4.837, -2.044, 0.903], [-5.612, -2.589, 1.926], [-5.166, -2.620, 3.237], [-3.871, -2.114, 3.578], [-3.092, -1.564, 2.556], [-3.465, -2.037, 4.898], [-4.220, -2.491, 5.810], [-2.452, -1.320, 5.175], [-5.202, -1.968, -0.115], [-6.663, -2.872, 1.743], [-5.849, -2.844, 4.050], [-2.133, -1.116, 2.744], [1.550, -4.945, 0.770], [0.065, -5.143, 1.090], [-0.481, -3.705, 0.992], [0.652, -2.841, 0.827], [1.841, -3.495, 1.182], [1.763, -5.081, -0.321], [2.204, -5.623, 1.258], [-0.104, -5.582, 2.068], [-0.448, -5.808, 0.374], [-1.004, -3.393, 1.881], [-1.152, -3.596, 0.121], [2.050, -3.338, 2.222], [2.673, -3.134, 0.557]], "forces_ev_per_angstrom": [[0.041, -0.300, -0.033], [0.484, -0.091, -0.066], [-0.446, 0.128, 0.283], [0.272, 0.029, 0.161], [-0.462, -0.098, -0.060], [-1.154, -1.277, 0.319], [-0.455, 0.439, -0.369], [-0.593, 1.498, -0.201], [-0.333, -0.596, -0.284], [0.050, -0.792, 0.642], [0.910, 1.279, -0.221], [0.806, 0.861, -0.389], [0.080, -0.717, 0.812], [0.654, 0.652, 0.048], [0.398, 0.284, -0.902], [-0.027, 0.139, 0.038], [0.572, 0.499, 0.584], [-0.200, -0.371, -0.334], [0.021, -0.305, 0.057], [-0.406, -0.610, 0.070], [-0.169, 0.318, -0.549], [-0.423, -1.452, 0.251], [0.916, 0.155, 0.278], [-0.402, -0.504, 0.659], [-0.149, -1.254, 0.292], [0.241, 1.814, 0.291], [0.594, 0.002, 0.687], [-0.164, -0.473, -0.273], [-0.550, 0.623, -1.249], [1.285, -0.994, 0.657], [-0.093, 0.509, 0.313], [-1.091, 0.508, -0.126], [0.678, -0.662, 0.506], [0.804, 0.264, -0.069], [0.175, 0.492, -0.297], [-0.235, 0.393, -0.490], [-0.192, -0.502, -0.303], [0.000, 0.645, -0.267], [-0.313, 0.237, -0.130], [-0.281, 0.032, -0.004], [-0.212, -0.101, 0.534], [-0.255, -0.134, 0.156], [-0.262, 0.098, -0.214], [0.075, 0.098, -0.719], [-0.051, -0.617, 1.199], [0.190, 0.615, -0.503], [-0.461, 0.087, -0.149], [0.996, -0.223, 0.141], [-0.258, 0.095, -0.078], [-0.705, 0.107, 0.494], [0.227, 0.462, 0.141], [-0.784, -0.120, -0.210], [-0.460, 0.160, -1.416], [-0.221, 0.569, -0.249], [-0.399, -0.488, 0.321], [0.541, 0.027, -0.005], [0.051, -0.039, 0.069], [0.649, -0.038, -0.055], [0.251, -0.315, -0.092], [0.091, -0.100, 0.273], [-0.014, 0.234, -0.927], [-0.017, 0.123, -0.481], [-0.599, -0.895, -0.473], [-0.616, 0.278, -0.510], [0.875, -1.129, -1.294], [-0.360, 0.355, 0.765], [0.549, -0.763, 0.699], [0.134, 0.145, 0.272], [0.286, 0.311, 0.157], [-0.292, 0.065, 0.307], [0.523, 0.099, 0.512], [0.056, -0.046, 0.630], [-0.368, 0.278, 0.368]]}



Number 3 is which compound? C28H29N3O8S4V